Computed, not measured: 2 unconnected molecules or ions with the total composition C29H42FI2NO9 at a distorted geometry, with the ωB97M-V functional and the def2-TZVPD basis.

The energy is -69590.3895 eV. The calculation puts the LUMO energy at -0.25 eV. As for the SMILES: CC(=O)OCCCCC[C@]1([C@H](I)[C@@H](C)I)OC(=O)O[C@@]1(CCCF)CCCNCc1ccccc1O.O=C1OCCO1. As for the HOMO-LUMO gap: 8.60 eV.

Atoms and positions in Å:
C (8.91, -1.35, 1.48)
C (7.76, -1.99, 0.79)
O (7.19, -2.94, 1.20)
O (7.45, -1.44, -0.42)
C (6.61, -0.28, -0.35)
C (5.16, -0.66, -0.17)
C (4.63, -1.46, -1.36)
C (4.09, -0.58, -2.49)
C (2.85, 0.25, -2.18)
C (1.58, -0.56, -1.75)
C (1.64, -0.73, -0.20)
I (1.40, -2.79, 0.44)
C (0.82, 0.27, 0.62)
C (0.44, -0.11, 2.03)
I (1.99, 2.10, 0.80)
O (1.64, -1.84, -2.39)
C (1.31, -1.63, -3.67)
O (1.47, -2.41, -4.52)
O (0.74, -0.43, -3.84)
C (0.33, 0.04, -2.48)
C (0.21, 1.56, -2.65)
C (-0.72, 2.38, -1.74)
C (-1.69, 3.20, -2.57)
F (-2.22, 4.20, -1.77)
C (-1.06, -0.66, -2.31)
C (-1.34, -1.65, -1.18)
C (-2.80, -2.14, -1.22)
N (-3.61, -1.62, -0.12)
C (-3.75, -2.57, 0.97)
C (-4.89, -2.30, 1.91)
C (-5.76, -3.36, 2.22)
C (-6.85, -3.20, 3.10)
C (-7.08, -1.94, 3.67)
C (-6.21, -0.88, 3.40)
C (-5.12, -1.06, 2.53)
O (-4.33, 0.04, 2.31)
H (8.74, -0.29, 1.62)
H (9.06, -1.83, 2.44)
H (9.81, -1.48, 0.88)
H (6.76, 0.25, -1.28)
H (6.94, 0.38, 0.46)
H (4.60, 0.26, -0.02)
H (5.06, -1.25, 0.73)
H (3.88, -2.18, -1.06)
H (5.45, -2.04, -1.76)
H (4.87, 0.14, -2.75)
H (3.94, -1.18, -3.38)
H (3.07, 1.01, -1.45)
H (2.61, 0.79, -3.09)
H (2.67, -0.58, 0.10)
H (-0.07, 0.57, 0.10)
H (0.10, 0.77, 2.56)
H (1.28, -0.53, 2.58)
H (-0.39, -0.81, 2.00)
H (1.19, 2.01, -2.61)
H (-0.13, 1.67, -3.67)
H (-1.32, 1.76, -1.09)
H (-0.15, 3.07, -1.14)
H (-1.22, 3.65, -3.43)
H (-2.51, 2.57, -2.93)
H (-1.21, -1.21, -3.23)
H (-1.84, 0.09, -2.31)
H (-0.70, -2.50, -1.32)
H (-1.20, -1.22, -0.20)
H (-3.27, -1.84, -2.16)
H (-2.80, -3.23, -1.19)
H (-4.53, -1.35, -0.44)
H (-2.81, -2.60, 1.54)
H (-3.91, -3.58, 0.58)
H (-5.59, -4.33, 1.77)
H (-7.51, -4.02, 3.32)
H (-7.91, -1.80, 4.34)
H (-6.37, 0.09, 3.85)
H (-3.40, -0.22, 2.32)
O (-2.12, 4.24, 4.47)
C (-2.60, 4.56, 3.43)
O (-2.31, 3.99, 2.24)
C (-3.24, 4.47, 1.26)
C (-3.68, 5.79, 1.87)
O (-3.51, 5.54, 3.27)
H (-2.75, 4.55, 0.30)
H (-4.06, 3.75, 1.19)
H (-3.03, 6.62, 1.57)
H (-4.71, 6.04, 1.66)